(1)
DFT (ωB97M-V with the def2-TZVPD basis set) results for C7H16O2 in the gas phase in a non-equilibrium geometry.

Each line ends with the Löwdin charge.
Positions of all 25 atoms, in Å:
C (-2.096617, -0.124554, -1.145581)  -0.093
C (-1.533381, -0.206477, 0.264586)  -0.319
C (-1.431121, -1.637082, 0.767422)  -0.082
C (-0.131388, 0.770904, 0.487710)  -0.276
O (-0.081567, 0.948718, 1.902335)  -0.039
C (1.090102, 0.066241, 0.001194)  -0.509
C (1.158778, -0.392705, -1.436174)  -0.024
C (2.270582, 1.402139, 0.208297)  0.004
O (1.492112, -0.965398, 0.852833)  -0.011
H (-1.516314, -0.698175, -1.871286)  0.063
H (-2.164227, 0.912473, -1.489865)  0.077
H (-3.114666, -0.532540, -1.173742)  0.080
H (-2.228873, 0.319819, 0.928736)  0.122
H (-0.824841, -2.265435, 0.110105)  0.075
H (-1.027025, -1.676486, 1.782096)  0.077
H (-2.427393, -2.095600, 0.814101)  0.081
H (-0.350184, 1.699509, -0.040292)  0.145
H (0.447426, 1.752210, 2.044192)  0.094
H (2.203961, -0.566660, -1.714106)  0.091
H (0.746976, 0.352534, -2.118992)  0.092
H (0.648204, -1.347045, -1.580327)  0.081
H (2.275065, 1.974654, 1.140488)  0.048
H (3.259643, 0.935452, 0.157263)  0.060
H (2.149296, 2.084746, -0.637494)  0.058
H (1.185452, -0.711242, 1.746499)  0.104

Forces on the atoms, in the same order (eV/Å):
-0.09 0.04 -0.15
1.31 1.82 0.61
0.07 -0.12 0.08
-3.89 -3.07 -0.33
0.41 0.68 -0.37
3.24 3.23 0.98
0.26 0.00 -0.01
-0.65 -2.12 -1.08
-0.40 -0.06 0.33
0.03 0.09 0.06
0.06 -0.09 -0.03
0.14 0.04 0.09
0.01 -0.02 -0.07
0.08 0.08 0.14
0.06 -0.04 -0.15
0.06 0.18 -0.09
0.21 0.01 -0.03
-0.21 -0.44 0.20
-0.11 0.10 0.10
-0.02 -0.04 0.07
-0.14 0.15 0.12
-0.52 -0.27 0.02
-0.14 0.01 -0.16
0.02 -0.01 0.10
0.21 -0.13 -0.46

Properties
HOMO energy = -8.968 eV
SMILES string = CC(C)[C@@H](O)C(C)(C)O
Electronic energy = -11612.5295 eV
Orbital gap = 9.71 eV
Energy relative to the best compared isomer or geometry (same formula, charge and spin) = 1.721 eV

=====

(2)
DFT (ωB97M-V with the def2-TZVPD basis set) results for 2 unconnected molecules or ions with the total composition C7H16O2 in a non-equilibrium geometry.

Each line ends with the Löwdin charge.
Positions of all 25 atoms, in Å:
C (-2.255193, 1.484525, 0.287633)  0.006
C (-2.077463, 0.515383, 1.455072)  -0.460
O (-1.178442, 0.490064, 2.320215)  0.054
O (-3.017922, -0.523804, 1.157805)  0.032
H (-1.421883, 2.145390, 0.360093)  0.073
H (-1.996555, 0.855211, -0.602166)  0.081
H (-3.282595, 1.850984, 0.263589)  0.095
H (-2.849647, -1.205869, 1.803019)  0.095
C (1.014722, -2.154790, 1.312155)  -0.096
C (0.432705, -1.504362, 0.002487)  -0.313
C (1.066184, -0.232402, -0.116036)  -0.320
C (0.803477, 0.382328, -1.548834)  -0.286
C (1.771427, 1.585981, -1.764708)  -0.179
H (2.174342, -2.166811, 1.174110)  0.103
H (0.576461, -1.534602, 2.185856)  0.098
H (0.773237, -3.157630, 1.371333)  0.018
H (-0.741413, -1.307937, 0.158377)  0.125
H (0.443400, -2.141802, -0.969560)  0.139
H (0.691342, 0.587989, 0.583788)  0.133
H (2.152820, -0.374635, -0.033078)  0.096
H (-0.284891, 0.779820, -1.499303)  0.090
H (1.003288, -0.199600, -2.520113)  0.121
H (2.796948, 1.279877, -1.086348)  0.118
H (1.899037, 1.783514, -2.913268)  0.070
H (1.506613, 2.763176, -1.382118)  0.108

Forces on the atoms, in the same order (eV/Å):
0.92 -1.65 0.48
1.16 -1.28 0.00
-3.58 -0.19 -2.61
1.70 1.80 1.30
-0.02 1.32 0.06
-0.81 0.47 0.61
0.42 0.28 -0.20
-0.03 -0.70 0.54
0.87 2.31 -0.96
-3.79 -2.80 1.14
0.79 3.39 -2.82
-0.51 2.00 -0.01
1.68 2.51 0.84
-1.96 0.45 0.81
1.30 -1.15 -1.20
-0.87 -2.08 0.51
2.33 -0.70 -0.30
0.52 0.89 1.76
0.75 -1.37 -0.47
-0.14 0.37 0.23
1.71 -0.87 -0.72
-0.69 -0.06 1.96
-2.44 1.15 -2.60
0.46 -0.58 2.24
0.24 -3.52 -0.58

Properties
HOMO energy = -10.575 eV
SMILES string = CC(=O)O.CCCCC
Electronic energy = -11611.1741 eV
Orbital gap = 11.31 eV
Energy relative to the best compared isomer or geometry (same formula, charge and spin) = 3.077 eV

=====

(3)
DFT (ωB97M-V with the def2-TZVPD basis set) results for C7H16O2S3 in the gas phase in a non-equilibrium geometry.

Each line ends with the Löwdin charge.
Positions of all 28 atoms, in Å:
C (-2.589308, 1.513817, 2.273216)  -0.140
C (-1.208806, 0.889821, 1.873403)  -0.552
C (-0.257587, 0.842667, 3.095249)  -0.135
S (-1.726050, -0.857907, 1.522325)  0.966
O (-0.607884, -1.318746, 0.347515)  -0.771
S (1.052513, -1.315805, 0.238189)  0.416
O (1.619392, -0.070749, 0.844326)  -0.406
S (1.996321, -2.998772, 0.581426)  0.341
C (0.852519, -0.884616, -1.625299)  -0.550
C (0.433702, -2.201682, -2.316662)  -0.067
C (0.378722, 0.529674, -1.709953)  -0.059
C (2.385657, -0.813865, -1.900907)  -0.163
H (-3.290562, 1.394315, 1.563501)  0.023
H (-3.008791, 1.126521, 3.157872)  0.067
H (-2.636173, 2.495910, 2.565648)  0.054
H (-0.917026, 1.252733, 0.828277)  0.115
H (0.734287, 0.979144, 2.787102)  0.027
H (-0.172602, -0.178016, 3.564318)  0.084
H (-0.395898, 1.489327, 3.947568)  0.070
H (0.563571, -2.188566, -3.338688)  0.063
H (0.929888, -3.112344, -2.084090)  0.065
H (-0.559592, -2.324761, -2.318802)  0.043
H (0.521534, 0.756671, -2.734609)  0.091
H (0.887433, 1.187160, -1.064592)  0.072
H (-0.658874, 0.493832, -1.409230)  0.082
H (2.711946, -0.721916, -3.013761)  0.119
H (2.912007, 0.044517, -1.414122)  0.081
H (3.053796, -1.631475, -1.433082)  0.061

Forces on the atoms, in the same order (eV/Å):
2.50 -1.29 0.85
-1.76 -0.43 0.41
0.34 -1.30 0.10
0.65 0.23 -0.08
0.39 -0.29 0.09
0.32 2.04 -0.07
-1.21 -2.41 -0.52
-1.19 1.11 0.20
5.18 -2.61 1.47
0.81 2.00 0.45
-2.28 -1.96 -0.22
3.37 0.21 -0.71
-2.34 -0.50 -2.79
-0.23 -1.51 1.24
0.93 2.90 0.14
0.27 -0.11 1.91
1.50 0.48 -0.61
-0.63 0.78 -0.67
-0.74 0.73 -0.15
0.96 0.90 -2.61
0.63 -0.32 1.25
-3.99 -0.76 0.88
-0.21 0.85 -1.03
0.94 0.53 0.64
-0.60 0.62 -0.38
-1.05 -0.35 1.69
-0.97 -0.12 -0.37
-1.57 0.60 -1.09

Properties
HOMO energy = -8.816 eV
SMILES string = CC(C)SO[S@@](=O)(=S)C(C)(C)C
Electronic energy = -44115.1917 eV
Orbital gap = 9.09 eV
Energy relative to the best compared isomer or geometry (same formula, charge and spin) = 2.286 eV

=====

(4)
DFT (ωB97M-V with the def2-TZVPD basis set) results for a molecular structure, C7H16O7Sr2V in a non-equilibrium geometry.

Each line ends with the Löwdin charge.
Positions of all 33 atoms, in Å:
O (23.981731, 31.425168, 14.297422)  -0.184
V (24.000740, 30.184886, 13.322870)  1.082
O (25.332127, 30.325054, 12.493657)  -0.202
Sr (23.563361, 26.072719, 12.649506)  1.893
Sr (20.648829, 27.529678, 15.349416)  1.817
C (23.565539, 27.958659, 14.896413)  -0.858
O (24.545487, 28.080902, 14.060391)  -0.189
O (23.092260, 26.759667, 15.108934)  -0.290
O (22.724300, 28.914950, 14.911046)  -0.210
C (28.226663, 28.842912, 15.189913)  -0.059
C (28.496698, 27.660468, 14.269985)  -0.469
C (29.295192, 26.590973, 14.993991)  -0.045
O (27.250175, 27.104720, 13.813841)  -0.086
H (29.173934, 29.297093, 15.488670)  0.099
H (27.754125, 28.567685, 16.138683)  0.087
H (27.670934, 29.630838, 14.671343)  0.074
H (29.084988, 28.072453, 13.447865)  0.143
H (29.343628, 25.700879, 14.366889)  0.084
H (28.817099, 26.390776, 15.953073)  0.084
H (30.324882, 26.900199, 15.166100)  0.095
H (26.515418, 27.522839, 14.262716)  0.010
C (19.007761, 30.687080, 18.689506)  -0.028
C (19.605342, 30.167392, 17.411065)  -0.466
C (20.336090, 31.239448, 16.632081)  -0.041
O (20.527533, 29.043886, 17.663164)  -0.167
H (18.304872, 31.492207, 18.477833)  0.107
H (19.727468, 30.945799, 19.465360)  0.107
H (18.374141, 29.931155, 19.166247)  0.099
H (18.824089, 29.658775, 16.830473)  0.128
H (21.236382, 31.602713, 17.127234)  0.107
H (19.689962, 32.106919, 16.482426)  0.106
H (20.608334, 30.938476, 15.607204)  0.061
H (21.336009, 29.273189, 18.138342)  0.112

Forces on the atoms, in the same order (eV/Å):
0.04 -1.66 -1.40
2.34 1.74 1.90
-1.71 -0.31 0.50
1.93 -0.13 0.87
0.20 1.16 2.24
-2.17 -1.32 -3.97
0.18 0.60 0.04
-0.05 -0.46 0.17
-0.52 1.11 0.70
0.33 0.29 0.06
0.49 0.64 1.15
-0.11 0.02 -0.43
-0.49 -0.47 -0.76
0.02 -0.02 -0.12
-0.25 -0.15 -0.19
-0.13 -0.07 0.10
-0.36 -0.39 -0.45
-0.08 -0.15 0.20
0.08 -0.29 -0.01
-0.04 0.17 0.07
0.38 0.32 0.27
-0.94 -0.76 0.60
0.79 0.12 0.40
-0.35 0.33 -0.76
-0.05 -1.27 -1.24
0.36 0.31 0.02
0.23 0.41 -0.34
0.16 -0.15 -0.18
-0.11 0.32 -0.13
-0.02 -0.16 0.18
-0.03 -0.04 0.15
0.11 -0.21 0.17
-0.23 0.46 0.20

Properties
Total charge = +3
HOMO energy = -16.980 eV
Electronic energy = -49183.6484 eV
Orbital gap = 4.09 eV

=====

(5)
DFT (ωB97M-V with the def2-TZVPD basis set) results for a molecular structure, C7H16S4 in a non-equilibrium geometry.

Each line ends with the Löwdin charge.
Positions of all 27 atoms, in Å:
C (-0.943702, 0.901371, -2.523993)  -0.643
C (0.336224, 1.467264, -1.921579)  -0.606
C (-0.681697, 2.256425, 0.447301)  -0.380
C (0.538693, 1.458652, 1.186207)  -0.384
C (-0.118536, 0.418587, 2.107887)  -0.472
C (0.803080, -2.282403, 1.998029)  -0.560
C (0.991171, -2.155035, 0.435589)  -0.734
H (-0.102640, -1.227066, -1.886079)  0.029
H (-1.831595, 1.652188, -2.206159)  0.085
H (-0.949607, 0.709606, -3.597750)  0.040
H (0.820188, 0.847880, -1.135471)  0.027
H (0.821953, 1.425683, -2.982637)  0.118
H (-1.206235, 1.305257, -0.355011)  0.071
H (-1.616652, 2.923099, 0.993067)  0.143
H (1.221812, 2.166020, 1.715196)  0.106
H (1.291014, 1.107364, 0.423228)  0.077
H (-0.795681, 0.894665, 3.059063)  0.141
H (-0.838091, -0.411909, 1.428688)  0.129
H (1.366793, -3.083291, 2.401760)  0.052
H (-0.259676, -2.289259, 2.088768)  0.042
H (1.863859, -1.792693, 0.068911)  0.014
H (0.338439, -1.215129, 0.240332)  0.022
H (-1.110376, -3.074941, -1.280742)  0.023
S (-1.727925, -0.770015, -1.931412)  0.537
S (0.054205, 3.130871, -1.178739)  0.742
S (1.252601, -0.722436, 2.815934)  0.791
S (0.482380, -3.640757, -0.410388)  0.590

Forces on the atoms, in the same order (eV/Å):
-4.81 0.52 1.53
0.29 -0.43 -2.34
-1.29 -1.83 -3.33
-1.32 2.06 -0.04
-1.44 -2.23 0.55
0.42 1.97 -2.25
-3.97 1.28 1.87
-3.98 0.48 -0.08
1.86 -1.56 -1.30
0.25 0.60 0.20
-0.25 0.17 -1.28
0.83 0.93 2.53
0.81 2.81 3.51
3.26 -2.07 -1.41
-0.94 -0.31 0.21
-1.30 -0.34 0.86
1.99 -1.31 -2.93
1.74 2.83 2.09
0.16 -0.78 0.65
-0.69 -1.03 0.57
3.30 0.46 -0.60
0.50 -1.84 -0.36
3.41 -1.20 2.01
5.34 0.18 0.03
-0.15 -1.10 1.43
-0.67 0.85 -0.05
-3.35 0.89 -2.07

Properties
HOMO energy = -8.700 eV
Electronic energy = -50851.5951 eV
Orbital gap = 8.03 eV
Energy relative to the best compared isomer or geometry (same formula, charge and spin) = 6.914 eV

=====

(6)
DFT (ωB97M-V with the def2-TZVPD basis set) results for a molecular structure, C7H16Sb in a non-equilibrium geometry.

Each line ends with the Löwdin charge.
Positions of all 24 atoms, in Å:
C (0.104283, -3.740612, 1.332600)  -0.143
C (0.547875, -2.936706, 0.239150)  -0.368
Sb (0.945565, -1.476427, -1.435729)  0.591
C (-1.049214, -0.518806, -0.988318)  -0.437
C (-1.153951, 0.051310, 0.543574)  -0.286
C (-0.471905, 1.518106, 0.797125)  -0.404
C (-0.375254, 2.484926, -0.522693)  -0.144
C (1.004007, 1.446144, 1.572911)  -0.156
H (-0.567371, -4.119334, 2.243624)  -0.006
H (0.108067, -2.587835, -2.541541)  -0.110
H (1.222073, -0.393946, -2.803279)  -0.149
H (1.799303, -0.382478, -0.379574)  -0.094
H (2.420789, -2.380389, -1.830081)  -0.128
H (-1.382609, 0.235992, -1.825392)  0.045
H (-1.820702, -1.427264, -1.057285)  0.053
H (-0.745947, -0.725423, 1.350918)  0.091
H (-2.314361, 0.164976, 0.793282)  0.096
H (-1.183364, 2.085241, 1.570243)  0.117
H (-1.500424, 2.749934, -0.821253)  0.083
H (0.196943, 2.011013, -1.429948)  0.074
H (0.096091, 3.512832, -0.171730)  0.075
H (1.253541, 0.383346, 1.993919)  0.065
H (1.889840, 1.838766, 0.876656)  0.071
H (0.976725, 2.206635, 2.492818)  0.065

Forces on the atoms, in the same order (eV/Å):
1.58 5.56 -6.21
-3.80 -6.59 9.30
-0.06 0.24 -1.56
-1.68 -0.67 0.98
-0.92 0.33 -0.03
0.30 0.41 0.80
-1.03 0.34 0.80
0.08 0.91 0.16
1.99 0.92 -2.56
-0.12 0.01 0.23
0.05 0.21 -0.06
-0.07 -0.17 0.24
-0.09 0.20 0.27
0.77 -1.19 1.74
1.62 1.82 0.14
-0.69 1.57 -1.98
2.32 -0.15 -0.45
1.46 -1.15 -1.69
2.44 -0.65 0.30
-1.06 0.92 1.89
-0.71 -2.13 -0.87
-0.49 2.02 -0.98
-1.95 -1.13 1.40
0.04 -1.62 -1.87

Properties
Total charge = -1
HOMO energy = -3.804 eV
Electronic energy = -14046.6393 eV
Orbital gap = 7.41 eV
Energy relative to the best compared isomer or geometry (same formula, charge and spin) = 3.925 eV